(1)
The following is a DFT calculation (ωB97M-V/def2-TZVPD) of a cluster of 2 separate species, C7H16N2O in total at a distorted geometry.

Output
HOMO	-9.17	eV
relative energy (zero: lowest compared OMol25 entry of this formula, charge and spin)	1.666	eV
HOMO-LUMO gap	9.870	eV

Structure (XYZ):
```
26
Properties=species:S:1:pos:R:3:nbo_charge:R:1
C 4.322 0.090 -0.910 -0.64
C 3.713 -1.224 -0.405 -0.04
C 4.687 -1.963 0.512 -0.61
N 2.394 -1.086 0.236 -0.44
C 2.387 -0.211 1.397 -0.43
C 1.284 -0.763 -0.658 -0.14
C 1.317 -1.461 -2.020 -0.61
C 0.005 -1.113 0.021 0.31
N -0.921 -1.580 0.547 -0.36
H 4.602 0.751 -0.077 0.21
H 5.232 -0.121 -1.490 0.22
H 3.629 0.639 -1.565 0.21
H 3.567 -1.881 -1.270 0.20
H 4.995 -1.353 1.374 0.20
H 4.235 -2.889 0.892 0.22
H 5.593 -2.228 -0.051 0.22
H 2.501 0.858 1.129 0.17
H 1.441 -0.320 1.944 0.22
H 3.192 -0.483 2.088 0.21
H 1.222 0.331 -0.844 0.20
H 0.376 -1.268 -2.549 0.24
H 2.132 -1.063 -2.635 0.22
H 1.443 -2.545 -1.906 0.23
O -2.575 0.976 0.259 -0.95
H -2.486 0.073 0.673 0.49
H -1.751 1.441 0.436 0.46
```

(2)
The following is a DFT calculation (ωB97M-V/def2-TZVPD) of an isolated molecule of ClH3N2S2 at a distorted geometry.

Output
HOMO	-9.09	eV
relative energy (zero: lowest compared OMol25 entry of this formula, charge and spin)	0.774	eV
HOMO-LUMO gap	8.898	eV

Structure (XYZ):
```
8
Properties=species:S:1:pos:R:3:nbo_charge:R:1
N 1.018 -0.037 -0.194 -0.32
N -0.200 0.357 -0.008 -0.48
S -1.761 -0.105 -0.812 0.19
S -0.494 1.190 1.495 0.20
Cl 1.444 -1.878 0.316 -0.21
H 1.264 -0.356 -1.274 0.40
H -1.357 0.583 -1.773 0.09
H 0.086 0.246 2.250 0.12
```

(3)
The following is a DFT calculation (ωB97M-V/def2-TZVPD) of a cluster of 15 separate species, C58H141N19O18 in total at a distorted geometry.

Output
HOMO	-8.28	eV
HOMO-LUMO gap	8.250	eV

Structure (XYZ):
```
236
Properties=species:S:1:pos:R:3:mulliken_charge:R:1
C -4.915 -0.067 1.153 0.53
O -4.670 -1.131 1.769 -0.61
N -4.376 0.124 -0.107 0.25
N -5.698 0.931 1.610 -0.50
H -4.650 0.945 -0.624 0.19
H -3.801 -0.574 -0.576 -0.71
H -5.932 1.063 2.608 0.32
H -5.453 1.812 1.178 0.18
C 0.510 -2.751 6.111 0.66
O -0.659 -2.338 6.336 -0.80
N 0.815 -3.998 5.672 -0.44
N 1.639 -1.940 6.211 -0.42
H -0.020 -4.588 5.622 0.25
H 1.677 -4.417 5.938 0.21
H 1.553 -1.004 6.593 0.21
H 2.524 -2.266 5.829 0.16
C -2.272 3.991 4.522 -0.19
O -1.919 4.970 3.877 -0.57
N -2.887 2.929 3.896 0.01
N -1.969 3.811 5.847 -0.09
H -3.313 2.987 3.048 0.11
H -3.179 2.156 4.488 0.02
H -1.548 4.654 6.181 0.20
H -2.565 3.275 6.475 0.26
C 5.748 -2.645 -0.457 0.50
O 5.837 -3.096 -1.556 -0.58
N 6.356 -1.475 0.004 -0.34
N 5.198 -3.358 0.557 -0.21
H 6.684 -0.888 -0.737 0.32
H 6.007 -1.038 0.876 0.25
H 5.146 -4.308 0.236 0.28
H 5.563 -3.206 1.465 0.11
C -2.426 0.708 6.925 0.39
O -3.213 1.550 7.275 -0.72
N -1.208 0.399 7.543 -0.29
N -2.616 -0.067 5.803 -0.04
H -0.877 1.082 8.236 0.21
H -0.807 -0.538 7.577 0.22
H -3.454 -0.076 5.236 0.17
H -1.893 -0.780 5.771 0.07
C -3.043 3.676 -0.658 0.12
O -3.983 3.201 -1.306 -0.76
N -3.358 4.577 0.304 -0.22
N -1.742 3.353 -0.700 1.15
H -4.217 5.096 0.354 0.27
H -2.637 5.045 0.810 0.03
H -1.015 3.494 -0.026 -0.96
H -1.545 2.584 -1.301 0.02
C -3.520 -4.206 1.449 0.28
O -3.243 -5.148 0.695 -0.58
N -2.576 -3.237 1.906 -0.06
N -4.701 -4.131 2.147 -0.46
H -1.777 -3.200 1.356 0.10
H -2.861 -2.366 2.321 0.25
H -5.216 -4.976 1.935 0.28
H -5.208 -3.273 2.211 0.27
C 5.200 -0.361 3.977 -0.14
C 5.254 -1.851 4.331 -0.41
O 3.914 -2.397 4.243 -0.48
O 5.326 -0.242 2.512 -0.76
H 6.062 0.213 4.340 0.33
H 4.216 0.129 4.084 0.08
H 5.615 -1.951 5.339 0.38
H 5.902 -2.373 3.627 0.23
H 3.746 -2.754 3.385 0.18
H 4.399 -0.120 2.203 0.23
C 1.355 5.073 6.187 0.58
C 1.611 6.528 5.775 -0.47
O 0.452 7.107 5.254 -0.62
O 2.468 4.573 6.934 -0.61
H 1.184 4.340 5.382 -0.34
H 0.461 5.206 6.773 0.21
H 2.368 6.776 5.063 0.21
H 1.733 6.976 6.776 0.32
H 0.170 6.841 4.370 0.31
H 2.932 3.980 6.318 0.35
C -1.035 1.146 -4.079 0.80
C -0.918 2.620 -4.226 -0.14
O -1.887 3.207 -5.087 -0.62
O -2.173 0.728 -3.305 -0.16
H -0.138 0.872 -3.520 -0.94
H -1.034 0.629 -5.036 0.55
H 0.028 2.923 -4.547 0.28
H -0.956 3.105 -3.294 -0.26
H -2.431 3.904 -4.736 0.36
H -2.890 1.124 -3.849 0.25
C 1.853 5.879 0.194 -1.60
C 1.797 6.418 1.579 1.66
C 2.542 7.786 1.574 -1.10
C 1.665 8.984 1.142 -0.62
C 0.392 9.050 1.949 -1.10
C -0.439 7.762 1.620 1.84
N 0.342 6.608 2.120 0.58
O -0.492 5.382 1.785 0.54
C -1.681 7.747 2.514 -2.10
C -0.953 7.636 0.237 -1.68
C 2.525 5.411 2.475 -1.21
H 2.782 5.448 -0.181 0.52
H 1.482 6.676 -0.490 0.38
H 1.063 5.159 0.078 0.02
H 2.912 8.067 2.591 0.32
H 3.379 7.767 0.903 0.40
H 1.278 8.973 0.088 0.33
H 2.212 9.901 1.332 0.47
H -0.188 9.971 1.727 0.36
H 0.623 9.063 3.031 0.27
H -2.237 6.858 2.530 0.38
H -1.418 7.938 3.568 0.45
H -2.439 8.513 2.282 0.43
H -0.189 7.995 -0.495 0.32
H -1.241 6.660 -0.086 0.04
H -1.842 8.269 0.108 0.50
H 3.558 5.455 2.088 0.54
H 2.276 4.375 2.302 0.11
H 2.445 5.593 3.566 -0.42
H -1.070 5.318 2.581 -0.20
C -5.023 -5.919 -3.782 -2.03
C -5.283 -4.605 -3.058 2.32
C -4.016 -4.310 -2.282 -1.17
C -3.834 -2.878 -1.841 -0.01
C -4.282 -1.843 -2.959 -1.15
C -5.565 -2.126 -3.686 1.72
N -5.509 -3.601 -4.099 0.16
O -6.611 -3.880 -4.883 -0.53
C -6.779 -1.769 -2.663 -1.21
C -5.603 -1.334 -4.971 -1.89
C -6.388 -4.894 -2.031 -1.81
H -5.859 -6.528 -4.188 0.31
H -4.582 -6.579 -3.058 0.43
H -4.303 -5.839 -4.582 0.44
H -3.861 -4.984 -1.459 0.80
H -3.125 -4.396 -2.927 -0.34
H -2.768 -2.711 -1.708 -0.16
H -4.369 -2.546 -0.954 0.40
H -3.428 -1.789 -3.656 0.26
H -4.218 -0.842 -2.543 0.16
H -7.593 -2.449 -2.782 0.18
H -6.419 -1.731 -1.630 0.22
H -7.029 -0.729 -2.970 0.41
H -4.628 -1.481 -5.493 0.39
H -6.431 -1.740 -5.543 0.50
H -5.709 -0.238 -4.863 0.32
H -6.456 -4.076 -1.309 0.28
H -6.099 -5.772 -1.465 0.47
H -7.348 -5.127 -2.538 0.37
H -7.519 -3.714 -4.482 0.37
C 2.833 2.150 -6.481 -1.96
C 3.454 0.792 -6.173 1.71
C 4.922 0.841 -6.632 -1.11
C 5.703 -0.355 -6.012 -0.50
C 5.607 -0.209 -4.513 -1.07
C 4.161 -0.519 -4.098 2.41
N 3.401 0.588 -4.693 -0.60
O 2.034 0.594 -4.278 0.44
C 3.612 -1.928 -4.449 -2.24
C 4.037 -0.368 -2.551 -1.27
C 2.707 -0.307 -6.887 -1.69
H 3.280 2.965 -5.913 0.39
H 1.782 2.169 -6.320 0.32
H 2.990 2.292 -7.585 0.40
H 4.969 0.732 -7.738 0.35
H 5.385 1.763 -6.244 0.36
H 6.746 -0.214 -6.359 0.36
H 5.313 -1.343 -6.410 0.31
H 5.894 0.821 -4.224 0.38
H 6.305 -0.926 -3.955 0.31
H 2.582 -2.070 -4.266 0.48
H 3.885 -2.344 -5.398 0.43
H 4.099 -2.635 -3.757 0.44
H 4.967 -0.885 -2.309 -0.26
H 3.962 0.655 -2.350 0.70
H 3.148 -0.805 -2.081 -0.44
H 2.532 0.025 -7.899 0.54
H 1.701 -0.386 -6.500 0.22
H 3.223 -1.236 -6.938 0.37
H 1.612 -0.204 -4.618 0.09
C 1.248 1.696 -0.554 -0.80
C 0.814 0.681 0.428 2.81
C 1.891 -0.395 0.556 -1.05
C 1.735 -1.397 1.691 1.16
C 1.470 -0.618 2.977 0.32
C 0.343 0.425 2.910 3.47
N 0.749 1.354 1.798 -0.32
O -0.243 2.346 1.622 1.43
C -1.050 -0.211 2.889 -0.19
C 0.516 1.249 4.150 -1.43
C -0.539 -0.003 -0.015 -0.22
H 1.339 1.330 -1.603 -0.51
H 2.271 1.946 -0.377 0.68
H 0.667 2.594 -0.622 -0.41
H 1.982 -0.888 -0.379 -0.85
H 2.843 0.088 0.802 0.43
H 2.637 -2.021 1.744 -0.11
H 0.951 -2.143 1.497 -0.39
H 2.390 -0.092 3.174 -0.77
H 1.241 -1.226 3.840 -0.55
H -1.794 0.530 2.573 0.01
H -1.090 -1.092 2.266 -0.63
H -1.235 -0.674 3.820 -0.10
H 0.524 0.534 4.993 -0.20
H 1.502 1.672 4.026 0.78
H -0.179 2.083 4.276 -0.70
H -1.450 0.553 0.333 -0.28
H -0.605 -1.038 0.325 -0.57
H -0.638 -0.028 -1.121 0.04
H 0.175 3.131 2.004 -0.48
C 2.846 -4.314 -1.540 -2.08
C 1.495 -4.980 -1.858 2.19
C 1.239 -4.938 -3.332 -1.16
C 0.161 -5.935 -3.829 0.01
C 0.313 -7.331 -3.274 -1.38
C 0.474 -7.330 -1.756 2.11
N 1.595 -6.417 -1.385 0.15
O 1.790 -6.288 0.073 -0.50
C -0.894 -7.247 -1.052 -1.48
C 1.062 -8.669 -1.377 -2.08
C 0.210 -4.137 -1.274 -0.45
H 3.641 -5.028 -1.923 0.63
H 2.988 -4.127 -0.517 0.57
H 2.812 -3.402 -2.109 -0.45
H 0.924 -3.910 -3.430 0.25
H 2.127 -5.104 -3.926 0.54
H 0.103 -5.960 -4.921 0.54
H -0.798 -5.476 -3.559 -0.53
H 1.163 -7.770 -3.729 0.37
H -0.589 -7.916 -3.521 0.47
H -1.521 -8.122 -1.159 0.49
H -0.829 -7.080 0.023 0.35
H -1.481 -6.356 -1.336 -0.09
H 0.406 -9.481 -1.642 0.46
H 1.999 -8.819 -1.989 0.43
H 1.379 -8.851 -0.328 0.28
H 0.191 -3.141 -1.792 0.41
H 0.442 -3.965 -0.236 0.31
H -0.702 -4.669 -1.380 -0.74
H 2.610 -6.782 0.272 0.33
```

(4)
The following is a DFT calculation (ωB97M-V/def2-TZVPD) of the ion C4H9NOS with charge +1 at a distorted geometry.

Output
multiplicity	2
HOMO (spin up / spin down)	-14.32 / -13.03	eV
charge	+1
relative energy (zero: lowest compared OMol25 entry of this formula, charge and spin)	1.263	eV
HOMO-LUMO gap (spin up / spin down)	10.970 / 3.454	eV

Structure (XYZ):
```
16
Properties=species:S:1:pos:R:3:nbo_charge:R:1
C -0.814 0.312 -0.260 -0.49
C -0.129 -1.093 -0.128 -0.38
C 1.411 -1.057 -0.281 -0.61
S 2.155 -0.038 -1.551 0.59
C -1.510 0.701 0.971 0.65
N -1.846 -0.197 1.955 -0.79
O -1.821 1.868 1.101 -0.47
H -1.282 0.563 -1.163 0.28
H 0.021 0.906 -0.500 0.23
H -0.330 -1.587 0.829 0.23
H -0.397 -1.738 -0.926 0.23
H 1.929 -0.606 0.662 0.27
H 1.693 -2.126 -0.328 0.31
H 1.699 -0.498 -2.659 0.12
H -2.426 0.083 2.787 0.44
H -1.653 -1.124 1.811 0.38
```